[1]
Below is the molecule C13H15NO4S2, with properties calculated with ωB97M-V with the def2-TZVPD basis set.

Output
LUMO energy = -0.1 eV
SMILES = CC(C)(C)c1cc(=O)c2cc(OS(N)(=O)=O)ccc2s1

Structure (ORCA input):
```
! RIJCOSX wB97M-V def2-TZVPD def2/J DEFGRID3
* xyz 0 1
O 1.68 1.17 1.92
O -1.94 -0.94 4.78
O -4.04 0.04 5.72
O -3.09 0.96 3.45
S -0.34 0.50 -1.71
C 1.14 0.75 0.94
C 2.00 0.53 -0.22
C 1.43 0.22 -1.43
C -3.17 0.48 1.21
C -2.58 0.45 -0.03
C -1.00 0.62 2.29
C -2.44 0.60 2.34
C -1.23 0.44 -0.10
C -0.38 0.52 1.06
N -4.16 -1.30 3.91
C 1.51 -0.95 -3.64
C 3.54 -1.01 -2.27
C 2.79 1.15 -3.32
C 2.34 -0.11 -2.59
S -3.18 -0.20 4.57
H 3.02 0.54 0.02
H -4.24 0.47 1.15
H -3.20 0.38 -0.92
H -0.42 0.93 3.15
H -4.99 -1.34 4.57
H -3.60 -2.09 4.12
H 1.28 -1.90 -3.17
H 2.16 -1.22 -4.50
H 0.71 -0.35 -4.02
H 3.29 -1.97 -1.83
H 4.27 -0.63 -1.63
H 4.02 -1.34 -3.17
H 3.52 1.05 -4.18
H 1.96 1.66 -3.85
H 3.31 1.90 -2.60
*
```

***

[2]
Below is a cluster of 10 separate species, C33H91N7O10 in total, with properties calculated with ωB97M-V with the def2-TZVPD basis set.

Output
LUMO energy = 0.5 eV
SMILES = COC[C@H](C)N.COC[C@H](C)N.COC[C@H](C)N.COC[C@H](C)N.COC[C@H](C)N.NC(N)=O.CC(C)O.CC(C)O.CC(C)O.CC(C)O

Structure (ORCA input):
```
! RIJCOSX wB97M-V def2-TZVPD def2/J DEFGRID3
* xyz 0 1
C 1.28 -3.04 -5.14
C 0.22 -2.40 -4.25
C -0.32 -3.26 -3.10
O -0.75 -4.55 -3.54
C -1.28 -5.30 -2.51
N 0.57 -1.11 -3.62
H 0.96 -4.01 -5.51
H 2.15 -3.28 -4.54
H 1.56 -2.41 -5.98
H -0.73 -2.22 -4.78
H -1.07 -2.68 -2.55
H 0.52 -3.48 -2.37
H -1.55 -6.29 -3.05
H -2.21 -4.83 -2.20
H -0.61 -5.45 -1.65
H 0.44 -0.38 -4.31
H 1.50 -1.19 -3.32
C 4.72 4.14 0.18
C 3.53 3.29 -0.22
C 3.97 2.32 -1.25
O 2.88 1.51 -1.70
C 1.80 2.23 -2.26
N 2.97 2.70 1.05
H 5.30 4.55 -0.67
H 5.45 3.62 0.83
H 4.40 4.96 0.82
H 2.71 3.93 -0.61
H 4.64 1.63 -0.78
H 4.37 2.89 -2.13
H 1.17 1.53 -2.71
H 2.22 2.90 -2.98
H 1.16 2.70 -1.51
H 3.86 2.36 1.49
H 2.36 1.95 0.72
C 1.52 -5.82 1.21
C 0.99 -6.76 2.26
C 0.59 -5.96 3.47
O -0.48 -5.03 3.02
C -1.14 -4.55 4.11
N -0.02 -7.65 1.59
H 0.81 -5.06 0.94
H 1.84 -6.34 0.34
H 2.41 -5.36 1.60
H 1.88 -7.35 2.56
H 1.42 -5.37 3.86
H 0.34 -6.49 4.39
H -2.11 -4.08 3.91
H -0.53 -3.79 4.62
H -1.36 -5.32 4.84
H -0.23 -8.50 2.09
H -0.94 -7.13 1.62
C -5.08 3.97 -0.02
C -4.50 2.78 -0.76
C -4.72 2.91 -2.33
O -5.94 2.22 -2.59
C -6.33 2.32 -3.97
N -3.08 2.81 -0.56
H -4.59 3.97 0.97
H -6.16 3.91 0.08
H -4.77 4.89 -0.49
H -4.96 1.83 -0.42
H -3.84 2.58 -2.85
H -4.88 3.96 -2.60
H -7.34 1.79 -4.05
H -5.59 1.78 -4.62
H -6.32 3.38 -4.27
H -2.62 1.97 -0.88
H -2.86 2.86 0.45
C 3.02 -2.81 -1.08
C 4.17 -1.98 -0.41
C 5.09 -1.37 -1.44
O 6.14 -0.69 -0.88
C 7.22 -1.56 -0.56
N 3.54 -0.91 0.47
H 2.32 -2.14 -1.55
H 2.51 -3.39 -0.33
H 3.56 -3.44 -1.79
H 4.73 -2.57 0.33
H 4.60 -0.63 -2.03
H 5.44 -2.18 -2.16
H 7.96 -1.05 0.04
H 7.72 -1.94 -1.50
H 6.77 -2.46 -0.03
H 4.29 -0.55 1.06
H 3.29 -0.10 -0.17
C 0.39 4.22 3.23
C -0.71 3.44 2.49
C -0.90 2.05 3.04
O -1.95 4.17 2.59
H 0.33 5.19 2.73
H 1.35 3.71 3.19
H 0.07 4.37 4.31
H -0.46 3.36 1.44
H -1.44 2.15 3.94
H 0.04 1.54 3.23
H -1.51 1.49 2.34
H -1.75 5.09 2.45
C -1.19 -1.85 -0.02
C -1.22 -0.34 -0.05
C 0.17 0.24 0.26
O -1.74 0.06 -1.30
H -2.18 -2.32 -0.05
H -0.77 -2.17 0.92
H -0.55 -2.28 -0.78
H -1.89 0.05 0.73
H 0.82 0.24 -0.63
H 0.64 -0.29 1.09
H 0.08 1.34 0.51
H -1.09 -0.04 -2.01
C 0.36 6.70 -0.98
C -0.98 6.09 -0.96
C -1.89 6.29 -2.13
O -0.76 4.63 -0.88
H 0.94 6.48 -0.11
H 0.25 7.81 -0.97
H 1.00 6.42 -1.87
H -1.58 6.37 -0.06
H -2.01 7.36 -2.35
H -2.86 5.83 -1.91
H -1.47 5.79 -3.03
H -1.61 4.19 -0.79
C -4.22 0.00 2.63
C -5.46 -0.61 1.82
C -5.13 -1.01 0.39
O -5.78 -1.84 2.39
H -3.44 -0.73 2.66
H -4.51 0.17 3.66
H -3.99 0.90 2.09
H -6.34 0.02 1.78
H -4.70 -1.96 0.45
H -4.43 -0.26 -0.09
H -6.13 -1.12 -0.13
H -5.71 -1.68 3.35
C 2.72 -1.52 4.16
O 2.10 -1.51 5.16
N 3.84 -0.75 3.94
N 2.33 -2.19 3.06
H 4.63 -1.28 3.56
H 4.07 -0.17 4.73
H 2.53 -1.72 2.23
H 1.80 -3.00 3.18
*
```

***

| no. | F_max (eV/A) |
| --- | --- |
| 1 | 4.5 |
| 2 | 3.1 |